Entry 1:
6
Properties=species:S:1:pos:R:3:lowdin_charge:R:1 method="wB97M-V/def2-TZVPD" homo_ha="-0.325 / -0.325" orbital_gap_ev="8.24 / 8.24" charge=0 largest_force_ev_per_a=3.1
N -1.102 0.631 -0.654 -0.30
N 1.358 -0.544 0.836 -1.06
Cl 0.510 0.106 -0.314 0.83
Br 2.012 -2.238 0.809 0.51
H -0.940 1.586 -0.704 -0.03
H -1.838 0.459 0.027 0.04

=====

Entry 2:
13
Properties=species:S:1:pos:R:3:lowdin_charge:R:1 method="wB97M-V/def2-TZVPD" homo_ha="-0.185 / -0.392" orbital_gap_ev="6.03 / 7.54" charge=0 largest_force_ev_per_a=3.6 multiplicity=3 s2=2.01
C -1.656 -0.907 -0.242 -0.09
C -0.416 -0.116 -0.651 -0.23
C 0.451 0.281 0.529 -0.73
F 0.029 1.415 1.139 0.06
F 0.502 -0.664 1.496 0.03
P 2.413 0.526 -0.118 0.80
H -1.359 -1.853 0.206 0.07
H -2.266 -1.114 -1.118 0.07
H -2.250 -0.351 0.478 0.08
H -0.691 0.806 -1.170 0.12
H 0.195 -0.720 -1.327 0.09
H 2.847 0.822 1.174 -0.13
H 2.201 1.876 -0.397 -0.14

=====

Entry 3:
12
Properties=species:S:1:pos:R:3:lowdin_charge:R:1 method="wB97M-V/def2-TZVPD" homo_ha=-0.367 orbital_gap_ev=10.77 charge=0 largest_force_ev_per_a=1.8 smiles=NCc1cnno1
C -0.982 -0.489 0.460 -0.21
C 0.510 -0.291 0.258 -0.28
C 1.111 0.919 0.261 -0.08
H -2.584 0.050 -0.739 0.10
H -1.040 0.193 -1.357 0.06
H -1.199 -1.563 0.324 0.12
H -1.469 -0.141 1.386 0.12
H 0.778 1.923 0.473 0.12
N -1.596 0.350 -0.549 -0.01
N 2.434 0.732 -0.093 0.03
N 2.621 -0.503 -0.272 0.02
O 1.415 -1.180 -0.153 0.02

=====

Entry 4:
18
Properties=species:S:1:pos:R:3:lowdin_charge:R:1 method="wB97M-V/def2-TZVPD" homo_ha=-0.317 orbital_gap_ev=9.43 charge=0 largest_force_ev_per_a=4.2 smiles=C[C@@H](CS)NCO
C 0.938 -0.001 -1.809 -0.10
C 0.803 -0.231 -0.246 -0.42
C 0.869 1.177 0.400 -0.46
S -0.552 2.279 -0.196 0.69
N -0.384 -1.170 -0.032 -0.02
C -0.920 -1.190 1.399 -0.23
O -1.967 -0.189 1.261 -0.13
H -0.083 0.102 -2.120 0.02
H 1.353 0.845 -2.438 0.09
H 1.443 -1.013 -2.192 0.12
H 1.611 -0.783 0.129 0.10
H 1.826 1.656 0.174 0.07
H 0.791 1.277 1.504 0.06
H -0.753 1.456 -1.188 -0.20
H -1.259 -1.018 -0.518 0.09
H -0.076 -0.910 2.044 0.11
H -1.160 -2.178 1.690 0.09
H -2.481 -0.109 2.138 0.13

=====

Entry 5:
14
Properties=species:S:1:pos:R:3:lowdin_charge:R:1 method="wB97M-V/def2-TZVPD" homo_ha=-0.365 orbital_gap_ev=10.22 charge=0 largest_force_ev_per_a=1.3
C 0.118 0.859 -1.712 -0.07
C 0.578 0.503 -0.356 -0.13
C 0.180 -0.597 0.277 -0.26
C 0.192 -0.543 1.760 -0.20
O -0.935 0.325 1.929 -0.05
C -0.707 -1.506 -0.383 -0.18
N -1.338 -2.257 -1.000 0.17
H 0.908 0.514 -2.376 0.09
H -0.006 1.934 -1.813 0.08
H -0.827 0.361 -1.960 0.08
H 1.355 1.083 0.140 0.13
H -0.729 0.963 1.227 0.07
H 0.092 -1.527 2.229 0.13
H 1.108 -0.060 2.121 0.12

=====

Entry 6:
41
Properties=species:S:1:pos:R:3:lowdin_charge:R:1 method="wB97M-V/def2-TZVPD" homo_ha=-0.223 orbital_gap_ev=7.96 charge=-1 largest_force_ev_per_a=3.5
Cl -0.225 -0.668 -0.067 0.55
O -0.648 0.621 0.353 -0.39
O -0.606 -1.674 0.866 -0.38
O -0.750 -0.946 -1.325 -0.37
O 1.229 -0.641 -0.155 -0.41
O -5.608 0.209 4.109 -0.06
H -4.814 0.724 3.963 0.03
H -5.328 -0.699 3.997 0.03
O -6.057 -4.998 3.816 -0.06
H -6.802 -5.056 3.217 0.03
H -5.299 -5.231 3.280 0.03
O 4.298 -6.308 -0.412 -0.06
H 4.115 -5.372 -0.493 0.03
H 4.552 -6.425 0.504 0.02
O -0.452 -3.275 -6.582 -0.06
H -1.388 -3.123 -6.715 0.03
H -0.224 -2.721 -5.835 0.03
O -3.223 -6.599 -2.749 -0.06
H -2.546 -7.228 -3.001 0.03
H -2.769 -5.969 -2.191 0.03
O -4.336 2.419 -5.421 -0.06
H -4.512 2.174 -4.513 0.03
H -3.729 3.156 -5.358 0.03
O 5.673 1.934 3.688 -0.06
H 5.662 2.744 3.178 0.02
H 4.815 1.540 3.533 0.03
O -3.907 6.441 -0.751 -0.06
H -3.378 6.849 -1.436 0.02
H -3.291 5.893 -0.265 0.03
O 7.697 0.744 -1.351 -0.06
H 7.528 1.198 -0.525 0.03
H 6.871 0.801 -1.830 0.03
O 1.049 0.573 6.330 -0.06
H 0.941 -0.227 5.816 0.03
H 0.833 1.280 5.722 0.03
O 1.900 5.578 3.827 -0.05
H 2.401 6.392 3.862 0.02
H 1.194 5.758 3.206 0.03
O 3.289 3.166 -4.317 -0.06
H 2.371 2.983 -4.119 0.03
H 3.476 3.983 -3.855 0.02

=====

Entry 7:
8
Properties=species:S:1:pos:R:3:lowdin_charge:R:1 method="wB97M-V/def2-TZVPD" homo_ha="-0.361 / -0.362" orbital_gap_ev="8.64 / 8.68" charge=0 largest_force_ev_per_a=7.2 smiles="C=[N+]([O-])[N+](=O)[O-]"
C -1.301 -0.109 -0.147 0.16
N 0.081 -0.580 0.041 -0.23
N 1.164 0.493 -0.010 -0.36
O 0.488 -1.688 0.042 0.07
O 0.763 1.614 0.083 0.10
O 2.274 0.095 -0.068 0.16
H -1.935 -0.823 0.143 0.01
H -1.534 0.998 -0.084 0.09

=====

Entry 8:
119
Properties=species:S:1:pos:R:3:lowdin_charge:R:1 method="wB97M-V/def2-TZVPD" homo_ha="-0.257 / -0.277" orbital_gap_ev="5.95 / 6.23" charge=0 largest_force_ev_per_a=2.8 multiplicity=2 s2=0.76
Ti 0.080 -0.875 0.947 0.66
C -4.984 -1.241 3.093 -0.06
C -4.258 -1.948 4.040 -0.06
C -2.929 -1.620 4.235 -0.01
C -2.378 -0.589 3.468 -0.23
N -3.048 0.023 2.498 0.17
C -4.321 -0.295 2.327 -0.12
C -1.031 -0.094 3.818 -0.22
C -0.786 0.178 5.155 0.02
C 0.496 0.576 5.542 -0.02
C 1.477 0.637 4.587 -0.01
C 1.169 0.366 3.239 -0.27
N -0.110 0.044 2.857 0.00
C 2.147 0.413 2.191 -0.21
C 3.529 0.598 2.410 -0.02
C 4.388 0.724 1.350 -0.03
C 3.860 0.674 0.044 -0.01
C 2.521 0.430 -0.114 -0.11
N 1.662 0.285 0.911 -0.02
H -6.033 -1.439 2.943 0.11
H -4.723 -2.731 4.621 0.11
H -2.314 -2.142 4.951 0.12
H -4.830 0.241 1.539 0.10
H -1.579 0.080 5.879 0.12
H 0.714 0.800 6.576 0.12
H 2.485 0.897 4.861 0.11
H 3.911 0.615 3.419 0.12
H 5.446 0.866 1.515 0.12
H 4.501 0.782 -0.816 0.11
H 2.090 0.324 -1.103 0.11
C 3.230 3.862 3.200 -0.05
C 1.900 4.524 2.817 -0.35
C 0.753 3.824 3.531 -0.06
C 1.880 4.754 1.304 -0.09
C 2.673 5.871 1.014 -0.07
C 2.899 6.356 -0.251 -0.07
C 2.282 5.724 -1.308 -0.04
C 1.487 4.614 -1.093 -0.13
C 0.845 4.038 -2.336 -0.36
C -0.685 4.056 -2.294 -0.04
C 1.372 2.638 -2.626 -0.06
C 1.269 4.083 0.211 -0.11
N 0.356 3.039 0.117 0.12
C -0.405 2.394 0.892 -0.12
C -1.695 1.841 0.366 -0.15
C -2.701 2.786 0.579 -0.05
C -3.995 2.622 0.131 -0.09
C -4.302 1.471 -0.575 -0.11
C -3.346 0.499 -0.755 -0.05
C -2.026 0.622 -0.270 -0.24
N -1.162 -0.445 -0.408 -0.08
C -1.531 -1.450 -1.352 -0.21
C -1.506 -1.194 -2.739 -0.14
C -1.884 -2.188 -3.631 -0.04
C -2.277 -3.436 -3.202 -0.07
C -2.297 -3.697 -1.849 -0.05
C -1.933 -2.731 -0.920 -0.15
C -2.049 -3.097 0.544 -0.38
C -3.533 -3.280 0.881 -0.04
C -1.266 -4.373 0.874 -0.10
C -1.054 0.124 -3.323 -0.36
C 0.084 -0.135 -4.318 -0.06
C -2.214 0.879 -3.984 -0.04
H 4.073 4.431 2.820 0.08
H 3.287 2.857 2.792 0.05
H 3.322 3.812 4.285 0.08
H 1.919 5.532 3.245 0.13
H 0.765 2.754 3.358 0.03
H -0.206 4.244 3.238 0.09
H 0.882 3.982 4.602 0.09
H 3.134 6.393 1.841 0.11
H 3.528 7.219 -0.408 0.10
H 2.417 6.103 -2.310 0.11
H 1.149 4.688 -3.165 0.12
H -1.065 3.267 -1.656 0.05
H -1.084 3.923 -3.296 0.07
H -1.029 5.013 -1.910 0.09
H 0.961 1.950 -1.896 0.04
H 2.459 2.613 -2.568 0.09
H 1.072 2.335 -3.623 0.06
H -0.424 2.477 1.983 0.09
H -2.434 3.704 1.084 0.12
H -4.742 3.379 0.315 0.10
H -5.292 1.319 -0.980 0.11
H -3.607 -0.414 -1.272 0.12
H -1.872 -1.985 -4.690 0.11
H -2.555 -4.198 -3.911 0.10
H -2.620 -4.667 -1.507 0.11
H -1.632 -2.262 1.160 0.06
H -3.949 -4.089 0.284 0.08
H -4.085 -2.369 0.657 0.07
H -3.669 -3.518 1.933 0.07
H -1.709 -5.241 0.388 0.08
H -1.267 -4.544 1.951 0.06
H -0.230 -4.274 0.546 0.04
H -0.667 0.744 -2.512 0.10
H -0.228 -0.796 -5.122 0.07
H 0.921 -0.601 -3.802 0.09
H 0.414 0.795 -4.773 0.06
H -2.687 0.281 -4.761 0.08
H -1.849 1.800 -4.433 0.07
H -2.966 1.145 -3.245 0.06
Cl 0.753 -2.532 2.456 0.23
F 2.998 -8.461 -3.821 0.13
C 3.719 -7.336 -3.960 -0.59
F 4.977 -7.645 -3.600 0.13
F 3.773 -7.098 -5.291 0.13
C 3.158 -6.178 -3.195 -0.13
C 1.799 -6.134 -2.896 0.00
C 1.287 -5.060 -2.201 0.00
C 2.120 -4.003 -1.818 -0.23
C 3.477 -4.048 -2.146 -0.02
C 3.997 -5.132 -2.823 -0.01
C 1.574 -2.927 -1.076 -0.08
C 1.046 -2.060 -0.406 -0.13
H 1.156 -6.941 -3.214 0.12
H 0.238 -5.016 -1.948 0.10
H 4.121 -3.231 -1.854 0.11
H 5.050 -5.176 -3.059 0.12

=====

Entry 9:
43
Properties=species:S:1:pos:R:3:lowdin_charge:R:1 method="wB97M-V/def2-TZVPD" homo_ha="-0.384 / -0.389" orbital_gap_ev="6.40 / 6.64" charge=+1 largest_force_ev_per_a=5.7 multiplicity=3 s2=2.01
Ti -0.642 -0.828 1.121 0.59
C -1.683 -2.122 -0.414 -0.16
C -0.575 -2.812 0.190 -0.20
C -0.657 -3.323 1.522 -0.10
C -1.910 -3.336 2.192 -0.07
C -2.969 -2.686 1.585 -0.05
C -2.834 -1.971 0.354 -0.07
H -1.576 -1.722 -1.416 0.12
H 0.368 -3.023 -0.341 0.13
H 0.317 -3.758 1.883 0.15
H -1.998 -3.795 3.133 0.11
H -3.923 -2.600 2.118 0.14
H -3.616 -1.332 0.030 0.12
Se -1.315 -0.327 3.558 0.65
C -2.495 0.976 2.703 -0.64
C -2.110 2.007 1.784 -0.13
C -3.132 2.785 1.280 -0.17
N -4.395 2.645 1.625 0.05
C -4.763 1.750 2.527 -0.15
C -3.840 0.867 3.044 -0.16
H -1.059 2.313 1.548 0.10
H -2.975 3.614 0.589 0.11
H -5.856 1.752 2.760 0.13
H -4.238 0.049 3.707 0.11
C 4.551 1.934 -1.830 -0.06
C 3.727 1.077 -2.824 -0.44
C 4.183 -0.319 -3.006 -0.10
C 2.180 1.216 -2.673 -0.09
N 1.660 0.832 -1.360 -0.05
C 2.105 -0.048 -0.404 -0.03
N 1.147 -0.194 0.524 0.00
N 0.032 0.590 0.034 -0.11
N 0.387 1.173 -1.071 0.13
H 5.588 2.107 -2.133 0.09
H 4.491 1.521 -0.802 0.07
H 4.164 2.982 -1.741 0.10
H 3.801 1.611 -3.824 0.16
H 5.311 -0.342 -2.890 0.11
H 3.996 -0.662 -4.083 0.11
H 3.817 -1.099 -2.293 0.07
H 1.736 0.637 -3.515 0.15
H 1.859 2.248 -2.799 0.13
H 3.142 -0.389 -0.392 0.14

=====

Entry 10:
54
Properties=species:S:1:pos:R:3:lowdin_charge:R:1 method="wB97M-V/def2-TZVPD" homo_ha=-0.298 orbital_gap_ev=8.46 charge=0 largest_force_ev_per_a=4.2
Sr -0.167 -0.399 0.672 1.42
O -1.303 2.800 1.564 0.03
C -1.205 2.018 0.610 -0.65
N -0.143 1.701 -0.090 -0.18
C 1.075 2.321 0.340 -0.20
C 2.279 1.552 -0.094 -0.26
C 3.444 2.217 -0.490 -0.01
C 4.532 1.482 -0.918 -0.06
C 4.430 0.097 -0.947 -0.06
C 3.250 -0.478 -0.513 -0.13
N 2.208 0.226 -0.091 0.01
C -2.445 1.331 0.115 -0.22
C -3.593 2.090 -0.110 0.02
C -4.727 1.469 -0.593 -0.05
C -4.691 0.098 -0.818 -0.06
C -3.522 -0.577 -0.521 -0.12
N -2.425 0.019 -0.071 -0.04
H 1.097 2.403 1.444 0.14
H 1.152 3.347 -0.044 0.13
H 3.488 3.295 -0.453 0.11
H 5.444 1.970 -1.232 0.11
H 5.245 -0.517 -1.302 0.10
H 3.126 -1.555 -0.499 0.10
H -3.574 3.145 0.111 0.12
H -5.623 2.037 -0.800 0.11
H -5.556 -0.431 -1.193 0.10
H -3.446 -1.652 -0.657 0.11
C -1.145 -5.108 -0.723 -0.03
N 0.169 -5.034 -0.118 -0.18
C 0.688 -6.177 0.599 -0.04
C 0.778 -3.848 -0.075 -0.33
O 0.337 -2.830 -0.584 -0.08
H -1.375 -6.134 -1.002 0.09
H -1.149 -4.483 -1.615 0.09
H -1.913 -4.739 -0.037 0.10
H 0.210 -7.083 0.232 0.09
H 0.501 -6.089 1.672 0.10
H 1.762 -6.260 0.434 0.09
H 1.749 -3.860 0.455 0.15
C 0.760 -1.763 7.086 -0.20
Si 0.038 -0.387 5.967 0.46
C 1.048 1.216 6.214 -0.20
C -1.738 -0.010 6.567 -0.20
C 0.041 -0.861 4.163 -0.32
C 0.021 -1.125 2.977 -0.34
H 0.693 -1.480 8.133 0.02
H 1.806 -1.954 6.868 0.02
H 0.226 -2.701 6.968 0.02
H 1.101 1.504 7.261 0.02
H 0.587 2.035 5.671 0.02
H 2.066 1.113 5.848 0.02
H -1.767 0.161 7.640 0.02
H -2.424 -0.820 6.344 0.02
H -2.117 0.886 6.083 0.02

=====

Entry 11:
42
Properties=species:S:1:pos:R:3:lowdin_charge:R:1 method="wB97M-V/def2-TZVPD" homo_ha="-0.385 / -0.385" orbital_gap_ev="7.89 / 7.85" charge=+1 largest_force_ev_per_a=0.5 multiplicity=2 s2=0.91
Mn 0.042 -0.761 -0.446 0.78
C 3.744 2.216 1.491 0.00
N 3.405 0.958 0.835 -0.11
C 4.447 -0.064 0.814 0.01
C 2.256 0.752 0.223 -0.37
O 1.999 -0.315 -0.387 -0.03
C 1.200 1.858 0.248 -0.08
O 0.051 1.335 -0.413 -0.20
C -1.208 1.856 -0.001 -0.09
C -2.230 0.739 -0.199 -0.38
O -1.885 -0.299 -0.823 -0.04
N -3.440 0.903 0.288 -0.10
C -3.834 2.110 1.011 0.00
C -4.423 -0.173 0.202 0.01
H 4.361 1.993 2.358 0.10
H 2.854 2.726 1.849 0.09
H 4.304 2.867 0.817 0.11
H 4.768 -0.260 1.836 0.10
H 5.299 0.290 0.233 0.11
H 4.054 -0.972 0.372 0.09
H 1.560 2.744 -0.282 0.16
H 0.955 2.118 1.283 0.06
H -1.474 2.715 -0.625 0.15
H -1.172 2.166 1.047 0.08
H -3.369 2.995 0.582 0.09
H -3.567 2.029 2.067 0.10
H -4.911 2.227 0.920 0.10
H -3.915 -1.108 -0.010 0.09
H -5.147 0.037 -0.585 0.11
H -4.939 -0.245 1.157 0.10
Se -0.296 1.408 3.704 0.57
C -0.244 0.160 2.424 -0.87
N -0.234 -0.567 1.509 0.03
N -0.188 -2.852 -3.566 0.21
C -0.018 -3.287 -2.316 -0.62
O 0.043 -2.520 -1.351 -0.05
C 0.105 -4.766 -2.106 -0.55
I 2.174 -5.275 -2.000 0.86
H -0.246 -1.866 -3.755 0.13
H -0.205 -3.493 -4.340 0.13
H -0.331 -5.344 -2.915 0.05
H -0.346 -5.033 -1.156 0.06

=====

Entry 12:
95
Properties=species:S:1:pos:R:3:lowdin_charge:R:1 method="wB97M-V/def2-TZVPD" homo_ha=-0.492 orbital_gap_ev=7.08 charge=+2 largest_force_ev_per_a=0.5
Rh -0.426 -0.072 0.220 0.51
C -2.984 -0.725 -2.031 -0.17
Si -2.037 0.689 -1.258 0.57
C -1.156 1.671 -2.585 -0.28
C -1.804 2.387 -3.594 -0.06
C -1.087 2.892 -4.665 -0.04
C 0.284 2.667 -4.768 -0.04
C 0.949 1.972 -3.775 -0.07
C 0.226 1.513 -2.672 -0.37
P 1.022 0.676 -1.295 0.97
C 1.852 -0.771 -1.976 -0.33
C 3.208 -1.028 -1.766 -0.07
C 3.805 -2.122 -2.376 -0.05
C 3.058 -2.955 -3.196 -0.05
C 1.709 -2.702 -3.411 -0.07
C 1.104 -1.622 -2.795 -0.08
C 2.298 1.737 -0.592 -0.36
C 2.990 1.278 0.530 -0.14
C 3.965 2.058 1.119 -0.05
C 4.267 3.307 0.583 -0.04
C 3.599 3.760 -0.540 -0.05
C 2.611 2.980 -1.129 -0.07
C -3.090 1.821 -0.208 -0.27
C -4.389 2.222 -0.521 -0.06
C -5.033 3.177 0.252 -0.04
C -4.390 3.754 1.342 -0.04
C -3.099 3.375 1.668 -0.07
C -2.469 2.395 0.902 -0.37
P -0.792 1.853 1.271 0.99
C 0.157 3.340 1.547 -0.34
C 0.760 3.602 2.776 -0.06
C 1.342 4.839 3.002 -0.05
C 1.312 5.812 2.012 -0.04
C 0.710 5.553 0.787 -0.06
C 0.138 4.316 0.549 -0.09
C -0.849 0.817 2.748 -0.36
C 0.303 0.091 3.082 -0.12
C 0.288 -0.799 4.144 -0.05
C -0.872 -0.961 4.887 -0.04
C -2.017 -0.240 4.568 -0.04
C -2.014 0.640 3.498 -0.06
H -3.293 -0.456 -3.043 0.05
H -2.356 -1.614 -2.106 0.02
H -3.881 -0.990 -1.471 0.04
H -2.878 2.538 -3.560 0.11
H -1.596 3.444 -5.443 0.12
H 0.828 3.037 -5.626 0.12
H 2.016 1.794 -3.853 0.12
H 3.807 -0.367 -1.154 0.10
H 4.858 -2.312 -2.222 0.12
H 3.527 -3.802 -3.679 0.12
H 1.139 -3.353 -4.060 0.11
H 0.054 -1.420 -2.981 0.10
H 2.792 0.287 0.926 0.10
H 4.502 1.693 1.984 0.12
H 5.034 3.918 1.040 0.12
H 3.838 4.726 -0.963 0.12
H 2.089 3.352 -1.999 0.10
H -4.907 1.796 -1.373 0.11
H -6.039 3.486 0.000 0.12
H -4.897 4.503 1.934 0.12
H -2.592 3.837 2.508 0.12
H 0.759 2.857 3.563 0.11
H 1.800 5.052 3.958 0.12
H 1.753 6.782 2.199 0.12
H 0.681 6.317 0.023 0.12
H -0.356 4.123 -0.400 0.12
H 1.223 0.253 2.531 0.09
H 1.182 -1.354 4.397 0.12
H -0.884 -1.645 5.725 0.12
H -2.914 -0.366 5.158 0.12
H -2.918 1.177 3.241 0.11
C -3.031 -3.168 1.896 -0.02
C -2.548 -2.156 1.091 -0.13
N -1.271 -2.111 0.675 -0.02
C -0.466 -3.125 0.994 -0.09
C -0.877 -4.219 1.748 -0.19
C -2.176 -4.201 2.250 0.02
C 0.033 -5.330 2.077 -0.03
C 0.896 -5.971 1.281 -0.01
C 1.025 -5.933 -0.187 -0.26
C 1.941 -6.764 -0.815 0.01
C 1.952 -6.750 -2.202 -0.10
N 1.120 -5.997 -2.913 0.10
C 0.279 -5.250 -2.212 -0.22
N 0.187 -5.154 -0.896 0.14
H -4.055 -3.146 2.237 0.12
H -3.184 -1.336 0.783 0.10
H 0.561 -3.058 0.660 0.12
H -2.526 -5.001 2.888 0.13
H -0.034 -5.664 3.106 0.12
H 1.513 -6.732 1.746 0.11
H 2.614 -7.398 -0.257 0.12
H 2.646 -7.372 -2.756 0.12
H -0.423 -4.653 -2.787 0.11